C2H9N5 | wB97M-V/def2-TZVPD

Last column: Mulliken charge in e.
Atoms and positions in Å:
C (0.968, -0.261, 1.311)  -0.7568
N (-0.222, -0.465, 0.059)  0.2819
N (0.594, -0.446, -1.165)  -0.2984
N (0.959, 0.959, -1.335)  -0.3039
N (-0.962, -1.665, 0.045)  -0.8298
C (-0.939, 1.313, -0.221)  -0.1891
N (0.276, 1.809, -0.464)  -0.5627
H (-0.069, -0.651, -1.917)  0.3174
H (1.950, 1.043, -1.128)  0.2820
H (-1.871, -1.552, -0.427)  0.2344
H (-1.124, -1.994, 0.986)  0.2328
H (1.698, 0.530, 1.236)  0.3205
H (0.403, -0.175, 2.230)  0.3244
H (1.466, -1.224, 1.222)  0.3374
H (-1.492, 1.858, 0.534)  0.3124
H (-1.636, 0.921, -0.967)  0.2976

Summary:
relative energy (zero: lowest compared OMol25 entry of this formula, charge and spin): 7.003 eV


CH12N2O3 | wB97M-V/def2-TZVPD

Last column: Mulliken charge in e.
Atoms and positions in Å:
N (-1.181, 3.270, -2.398)  -0.5248
C (-0.163, 3.354, -1.392)  -0.3855
N (0.402, 2.095, -1.013)  -0.5418
H (-0.957, 3.185, -3.333)  0.2011
H (-1.971, 2.676, -2.106)  0.2043
H (0.619, 4.115, -1.871)  0.2525
H (-0.569, 3.984, -0.533)  0.2822
H (0.379, 1.466, -1.913)  0.2557
H (0.010, 1.516, -0.249)  0.2558
O (1.631, -1.047, -0.686)  -0.6402
H (1.455, -1.067, -1.595)  0.2973
H (1.824, -0.055, -0.628)  0.3519
O (2.181, -1.286, 3.080)  -0.6120
H (2.037, -1.600, 2.230)  0.2962
H (2.598, -2.024, 3.477)  0.3073
O (-2.973, -5.010, 1.928)  -0.6534
H (-3.143, -5.817, 1.391)  0.3258
H (-2.559, -5.306, 2.781)  0.3276

Summary:
relative energy (zero: lowest compared OMol25 entry of this formula, charge and spin): 1.548 eV


C24H39BN12PtSb | wB97M-V/def2-TZVPD

Last column: Mulliken charge in e.
Atoms and positions in Å:
Pt (0.103, 0.054, -0.017)  1.0448
C (2.845, 0.065, 2.082)  -1.2199
C (1.767, 1.013, 2.481)  0.8216
C (1.721, 1.904, 3.554)  -1.6238
C (0.500, 2.537, 3.452)  0.2606
N (-0.157, 2.061, 2.382)  0.6263
N (0.631, 1.125, 1.792)  -0.8299
B (-1.545, 2.343, 1.739)  0.1353
N (-2.277, 0.976, 1.720)  1.6393
C (-3.303, 0.570, 2.485)  -0.0959
C (-3.436, -0.798, 2.353)  -1.5140
C (-2.417, -1.189, 1.476)  0.6894
C (-1.999, -2.553, 1.044)  -1.6724
N (-1.749, -0.093, 1.101)  -0.8580
N (-1.239, 2.795, 0.285)  1.4146
C (-1.377, 4.001, -0.282)  0.0288
C (-0.688, 4.007, -1.480)  -1.4050
C (-0.114, 2.737, -1.587)  0.3682
C (0.843, 2.187, -2.591)  -1.4482
N (-0.482, 2.024, -0.515)  -0.8354
N (-2.456, 3.362, 2.366)  0.4269
C (-2.416, 4.192, 3.445)  -0.0258
C (-3.580, 4.906, 3.472)  -1.2069
C (-4.316, 4.457, 2.351)  0.4503
C (-5.671, 4.903, 1.903)  -1.3236
N (-3.633, 3.535, 1.696)  -0.6359
H (3.669, 0.119, 2.788)  0.4022
H (3.224, 0.314, 1.089)  0.1883
H (2.467, -0.959, 2.060)  0.2650
H (2.481, 2.066, 4.300)  0.4854
H (0.081, 3.286, 4.096)  0.4023
H (-3.885, 1.270, 3.061)  0.4984
H (-4.154, -1.433, 2.843)  0.4920
H (-2.854, -3.224, 0.995)  0.4997
H (-1.301, -2.963, 1.777)  0.2687
H (-1.493, -2.522, 0.078)  0.3678
H (-1.961, 4.778, 0.181)  0.5819
H (-0.605, 4.825, -2.175)  0.5266
H (0.596, 2.512, -3.600)  0.4201
H (0.845, 1.097, -2.544)  0.2691
H (1.846, 2.553, -2.363)  0.3102
H (-1.587, 4.234, 4.126)  0.3893
H (-3.874, 5.653, 4.190)  0.4641
H (-6.045, 5.697, 2.543)  0.4002
H (-6.374, 4.070, 1.934)  0.2642
H (-5.631, 5.268, 0.876)  0.2863
C (-4.710, -2.186, -1.462)  -0.9441
C (-4.044, -1.402, -2.586)  -0.7967
Sb (-2.800, 0.208, -1.848)  0.2789
C (-2.326, 1.256, -3.696)  -0.4087
C (-3.495, 1.371, -4.670)  -1.1821
C (-4.285, 1.364, -0.786)  0.1394
C (-5.477, 1.725, -1.664)  -1.3835
H (-5.386, -2.931, -1.882)  0.4152
H (-5.299, -1.536, -0.813)  0.2875
H (-3.978, -2.718, -0.857)  0.1043
H (-4.784, -0.896, -3.208)  0.4144
H (-3.431, -2.041, -3.220)  0.5276
H (-1.509, 0.683, -4.136)  0.4419
H (-1.958, 2.237, -3.399)  0.2084
H (-3.893, 0.398, -4.956)  0.3116
H (-3.143, 1.854, -5.584)  0.4304
H (-4.301, 1.984, -4.276)  0.2123
H (-3.797, 2.247, -0.380)  0.0221
H (-4.582, 0.731, 0.051)  0.2463
H (-5.204, 2.435, -2.443)  0.3250
H (-6.230, 2.205, -1.036)  0.4119
H (-5.947, 0.855, -2.123)  0.3428
N (4.627, -1.067, -2.409)  -0.3136
C (4.314, -2.331, -2.103)  0.7086
N (5.186, -3.302, -2.340)  -0.3543
N (3.158, -2.677, -1.551)  -0.6041
C (2.169, -1.976, -1.186)  0.6758
N (1.159, -1.501, -0.824)  -0.3073
H (5.526, -0.824, -2.789)  0.2158
H (3.955, -0.334, -2.273)  0.1282
H (6.049, -3.140, -2.830)  0.2056
H (4.935, -4.246, -2.095)  0.2471

Summary:
spin multiplicity: 2
relative energy (zero: lowest compared OMol25 entry of this formula, charge and spin): 2.801 eV
total charge: +2


C2H7N3O | wB97M-V/def2-TZVPD

Last column: Mulliken charge in e.
Atoms and positions in Å:
H (-0.173, -2.360, -0.774)  0.2142
N (-0.509, -1.467, -0.355)  -0.6333
C (0.467, -0.634, -0.511)  0.4663
N (1.768, -0.834, -0.996)  -0.4367
N (0.381, 0.652, 0.038)  -0.3176
O (-0.899, 1.155, 0.201)  -0.2332
C (-1.310, 0.962, 1.535)  -0.4590
H (1.862, -1.495, -1.773)  0.2315
H (2.334, -0.031, -1.114)  0.2141
H (0.904, 1.374, -0.466)  0.2423
H (-1.273, -0.085, 1.810)  0.2493
H (-2.292, 1.461, 1.557)  0.2217
H (-0.592, 1.482, 2.190)  0.2404

Summary:
relative energy (zero: lowest compared OMol25 entry of this formula, charge and spin): 2.964 eV


C4H9O2 | wB97M-V/def2-TZVPD

Last column: Mulliken charge in e.
Atoms and positions in Å:
C (-1.275, -0.564, -0.031)  -0.4877
C (-0.888, 0.842, 0.440)  -0.5093
C (-0.005, -1.333, -0.062)  -0.1829
C (0.352, 1.151, -0.390)  -0.3375
O (2.168, -0.079, 0.462)  -0.2902
O (1.140, -0.056, -0.490)  -0.0395
H (-1.964, -1.034, 0.673)  0.3410
H (-1.745, -0.519, -1.013)  0.3065
H (-1.678, 1.563, 0.249)  0.3609
H (-0.650, 0.858, 1.503)  0.3082
H (0.386, -1.649, 0.901)  0.2639
H (0.150, -2.044, -0.866)  0.3031
H (0.092, 1.379, -1.428)  0.3082
H (0.966, 1.946, 0.033)  0.2923
H (2.949, -0.462, 0.019)  0.3631

Summary:
relative energy (zero: lowest compared OMol25 entry of this formula, charge and spin): 2.983 eV
total charge: +1